No. 1
{"formula": "C31H19AuBrF4NO5P", "method": "the ωB97M-V functional and the def2-TZVPD basis", "elements": ["H", "C", "O", "C", "C", "H", "C", "O", "C", "C", "C", "H", "C", "H", "C", "C", "H", "H", "C", "C", "H", "O", "C", "C", "C", "O", "Br", "C", "Au", "H", "O", "F", "C", "H", "F", "C", "H", "H", "C", "H", "H", "N", "H", "C", "C", "H", "C", "F", "C", "C", "C", "C", "C", "C", "H", "P", "H", "C", "C", "H", "C", "F", "H"], "coordinates": [[-4.5162, -3.7018, 0.6519], [-4.1710, -2.8287, -1.2908], [-1.8305, 0.1033, -3.1963], [1.4579, 4.4070, -2.4501], [-3.4300, -1.8908, -1.9909], [-4.9071, -3.4361, -1.8000], [4.6755, 0.9423, 3.4259], [1.8751, -0.3685, -0.1965], [1.5463, 2.3725, -0.5741], [1.2641, 3.5082, 2.3374], [5.5229, 0.2646, 1.2868], [6.7199, 0.4142, 3.0620], [-3.0117, -2.1875, 0.6917], [-3.5443, -1.7231, -3.0523], [0.1147, 1.6389, 3.1609], [0.3383, 4.1365, -1.6748], [1.4250, 5.2008, -3.1844], [-0.4381, -4.6602, -0.2504], [0.8793, 2.1889, 2.1439], [-0.5836, -4.1942, -2.3492], [3.4909, 3.8799, -2.8883], [-0.7489, 0.5216, -1.3043], [3.1871, 0.8475, 1.5226], [0.5665, -2.2237, -3.0596], [1.7625, -0.7294, -1.5343], [0.9428, -2.7251, 0.5798], [-0.3454, -0.2164, 3.0730], [-1.6538, -0.1125, -2.0278], [-0.5869, -0.0392, 0.6387], [2.6180, 1.4333, 3.5284], [2.2927, -0.0887, -2.3882], [-1.0170, 1.7321, 5.2282], [-0.2939, 2.3228, 4.2841], [0.8625, -1.5185, -3.8245], [-0.3292, 4.3489, 5.4705], [0.9760, -1.9702, -1.7457], [6.3422, -0.0622, 0.6609], [4.1132, 0.1491, -0.3014], [0.0654, 3.6560, 4.4201], [-2.8126, -2.2707, 1.7522], [4.8260, 1.1367, 4.4792], [-2.3024, -1.2848, 0.0132], [-1.1857, -5.0647, -2.5770], [-3.9582, -2.9810, 0.0717], [2.6185, 3.6658, -2.2865], [1.5860, -2.0045, 0.6519], [-2.4992, -1.1387, -1.3010], [1.2093, 5.5075, 3.5685], [3.4136, 1.1090, 2.8750], [0.8471, 4.2444, 3.4422], [0.3830, 3.1256, -0.7340], [5.7341, 0.5333, 2.6328], [0.6006, -2.8660, -0.7333], [-0.1794, -3.9741, -1.0463], [-0.5283, -3.4928, -4.3852], [1.5808, 1.1197, 0.7013], [-0.4939, 2.9189, -0.1331], [4.2603, 0.3969, 0.7400], [-0.2128, -3.3187, -3.3663], [3.5738, 2.0710, -1.2416], [2.6661, 2.6433, -1.3541], [2.0799, 4.1262, 1.4920], [-0.5690, 4.7097, -1.8067]], "forces_ev_per_a": [[0.00, 0.00, 0.00], [0.00, 0.00, 0.00], [0.03, -0.03, 0.00], [0.00, 0.01, 0.01], [0.00, -0.01, 0.00], [0.00, 0.00, 0.00], [0.01, 0.00, 0.00], [-0.02, 0.02, 0.05], [-0.02, 0.02, 0.01], [0.00, 0.02, -0.02], [0.00, 0.00, 0.00], [0.00, 0.00, 0.00], [0.00, 0.00, 0.00], [0.00, 0.00, 0.00], [0.00, -0.02, 0.01], [0.00, 0.00, 0.00], [0.00, 0.00, 0.00], [0.00, 0.00, 0.00], [-0.04, -0.01, -0.01], [0.00, 0.00, 0.01], [0.00, 0.00, 0.00], [0.02, 0.00, 0.01], [0.00, -0.01, -0.02], [0.01, -0.01, -0.02], [-0.12, 0.10, -0.07], [-0.02, -0.03, -0.01], [0.02, 0.01, 0.05], [-0.07, 0.08, 0.02], [-0.07, -0.01, -0.02], [0.01, 0.00, 0.00], [0.05, -0.04, 0.04], [0.00, 0.00, 0.00], [0.00, 0.01, -0.01], [0.00, 0.00, 0.00], [0.00, 0.00, 0.00], [0.05, -0.02, 0.01], [0.00, 0.00, 0.00], [0.01, 0.02, 0.01], [-0.01, 0.00, 0.00], [0.00, 0.00, 0.00], [0.00, 0.00, 0.00], [-0.02, -0.02, -0.03], [0.00, 0.00, 0.00], [0.00, 0.00, 0.00], [0.01, 0.00, 0.01], [0.02, 0.00, -0.01], [0.02, -0.03, 0.00], [0.00, 0.00, 0.00], [0.00, 0.01, 0.01], [0.01, 0.00, 0.00], [0.00, -0.04, -0.04], [0.00, 0.00, 0.00], [0.00, 0.02, 0.03], [-0.01, -0.01, -0.01], [0.00, 0.00, 0.00], [0.11, -0.01, -0.05], [-0.01, -0.01, 0.00], [0.03, 0.01, 0.00], [0.00, 0.01, 0.00], [0.01, -0.02, 0.00], [-0.02, -0.02, -0.01], [0.02, 0.01, 0.05], [0.00, 0.00, 0.00]], "nbo_charge": [0.244, -0.129, -0.547, -0.154, -0.185, 0.240, -0.228, -0.898, -0.486, 0.403, -0.192, 0.232, 0.057, 0.266, -0.067, -0.199, 0.229, 0.233, -0.481, -0.151, 0.230, -0.771, -0.354, -0.115, 0.825, -0.698, 0.258, 0.753, 0.998, 0.200, -0.530, -0.276, 0.275, 0.251, -0.256, -0.315, 0.233, 0.236, 0.310, 0.210, 0.230, -0.544, 0.225, -0.228, -0.221, 0.503, 0.096, -0.259, -0.137, 0.288, -0.150, -0.157, 0.407, -0.311, 0.232, 1.525, 0.215, -0.203, -0.249, 0.217, -0.075, -0.285, 0.228], "relative_energy_ev": 1.518, "charge": 1, "max_force_ev_per_a": 0.17, "e_lumo_ev": -4.82, "e_homo_ev": -11.469}

No. 2
{"formula": "C31H20Br4N9O3PtS", "method": "the ωB97M-V functional and the def2-TZVPD basis", "elements": ["C", "S", "N", "N", "C", "C", "C", "H", "C", "C", "H", "C", "C", "N", "C", "C", "C", "H", "H", "H", "C", "C", "H", "C", "C", "C", "Br", "Br", "Pt", "C", "C", "H", "C", "Br", "O", "C", "C", "H", "O", "H", "C", "C", "C", "C", "N", "O", "H", "H", "N", "C", "H", "C", "N", "H", "N", "H", "H", "Br", "H", "C", "C", "N", "N", "H", "C", "H", "H", "C", "H"], "coordinates": [[-1.4569, 4.1611, 4.6102], [-1.3602, 1.3665, 4.0198], [-1.1062, -2.5716, 0.9098], [-0.7680, 3.2744, 2.5118], [4.2360, -0.5029, -1.6688], [-5.4836, 2.7988, 0.8594], [-1.8019, -4.9820, -1.9024], [-1.5749, 6.2942, 4.6906], [-1.7387, -3.6820, 0.2040], [5.5134, -0.7204, -3.6999], [-0.4569, 4.5619, 0.9290], [1.9449, -3.5455, -3.2075], [-1.1765, 3.0865, 3.7790], [1.1650, 1.6842, 0.5786], [-0.7229, 4.4950, 1.9739], [-4.2176, 2.0528, 0.9505], [-1.3570, 5.4317, 4.0745], [0.1446, -1.3644, 3.5157], [4.8916, 0.6689, 0.8508], [-0.9575, 6.5905, 2.2930], [4.9890, 0.6028, -1.3043], [-0.2579, -1.5790, 2.5400], [2.4993, 0.3071, 1.5406], [6.0022, 1.0462, -2.1399], [1.4726, 2.6241, -0.3584], [4.6820, 1.3081, -0.0077], [-8.4090, -0.0383, 1.6841], [-8.2507, 3.1459, 0.9825], [-0.4875, 1.3872, 1.8835], [-6.7257, 0.7447, 1.4855], [4.4830, -1.1548, -2.8685], [-1.7169, -4.4997, 0.9222], [-0.9839, -1.2908, 0.5674], [-5.3205, 4.5911, 0.3607], [-3.2549, 0.0772, 1.8119], [-6.6552, 2.1854, 1.1093], [-0.0205, -4.9863, -3.5119], [-1.8138, -6.1399, -3.7023], [2.5411, -2.5478, -2.5102], [-2.7798, -5.3294, -1.5884], [-1.2606, -5.4387, -3.0924], [-5.6168, 0.0119, 1.6862], [3.6247, -2.2606, -3.2764], [0.1457, -3.6407, -1.5111], [-0.6295, -2.7695, 2.1559], [-3.1514, 2.4905, 0.6096], [-1.3041, -0.8696, -0.3708], [-1.7691, 3.9877, 5.6301], [3.2699, 1.6700, 0.0911], [-1.0075, 5.6072, 2.7363], [0.4092, -5.3136, -4.4488], [-4.2860, 0.6170, 1.5227], [-0.4481, -0.6285, 1.5831], [0.7498, 3.2920, -0.7955], [2.5939, -3.8489, -4.2770], [-2.7844, -3.4231, 0.0320], [5.2670, 2.2195, 0.0946], [-5.6183, -1.7878, 2.1937], [6.5849, 1.9179, -1.8680], [-1.0967, -4.0888, -1.1000], [2.3237, 1.0939, 0.8260], [2.7418, 2.6392, -0.6788], [3.6946, -3.0086, -4.3207], [7.0665, 0.7220, -3.9724], [0.6748, -4.0766, -2.7250], [3.4345, -0.8536, -1.0295], [0.7146, -2.9488, -0.9034], [6.2710, 0.3746, -3.3274], [5.6964, -1.2374, -4.6321]], "forces_ev_per_a": [[-0.02, 0.05, 0.00], [-0.40, 0.11, 0.14], [0.15, 0.05, -0.17], [0.06, 0.15, -0.05], [0.00, 0.01, -0.03], [-0.05, 0.04, 0.02], [0.01, -0.03, 0.00], [0.01, 0.00, 0.00], [-0.06, 0.07, 0.03], [0.00, -0.01, 0.00], [0.05, 0.00, 0.00], [0.05, 0.00, -0.07], [-0.17, -0.05, 0.05], [-0.54, 0.08, -0.43], [0.11, 0.03, 0.10], [-0.05, -0.05, -0.04], [-0.01, -0.03, 0.01], [0.02, 0.00, -0.01], [0.03, 0.01, 0.00], [-0.01, 0.00, 0.00], [-0.04, 0.01, -0.01], [0.12, -0.04, 0.05], [-0.01, -0.02, -0.03], [0.03, -0.02, 0.02], [0.04, 0.02, -0.03], [0.02, 0.02, 0.02], [0.02, 0.02, 0.00], [0.00, -0.02, 0.00], [1.04, -0.13, 0.32], [-0.03, 0.00, 0.00], [0.02, 0.03, 0.03], [0.00, -0.03, -0.02], [-0.14, -0.15, 0.03], [0.01, -0.02, 0.01], [-0.05, -0.38, -0.19], [0.02, 0.04, -0.02], [0.00, 0.02, -0.01], [0.00, 0.00, 0.00], [-0.02, 0.04, 0.03], [0.01, 0.00, 0.00], [-0.01, 0.00, 0.01], [-0.01, -0.06, 0.03], [-0.02, -0.06, -0.06], [0.00, 0.03, 0.00], [-0.07, 0.06, 0.10], [-0.01, 0.00, 0.00], [-0.01, 0.00, 0.01], [0.01, 0.01, 0.00], [-0.02, -0.12, 0.00], [0.00, 0.00, -0.04], [0.00, 0.00, 0.00], [-0.07, 0.24, 0.03], [-0.04, -0.06, -0.03], [0.00, -0.03, -0.01], [-0.05, -0.03, 0.05], [-0.01, 0.02, 0.04], [-0.01, 0.01, -0.01], [0.01, 0.03, -0.01], [0.00, 0.00, 0.00], [-0.01, -0.02, 0.00], [0.16, 0.10, 0.11], [-0.06, 0.01, 0.03], [0.04, 0.06, 0.02], [0.00, 0.00, 0.00], [-0.02, -0.03, -0.01], [0.00, 0.00, -0.01], [0.00, 0.00, 0.00], [0.01, 0.01, 0.00], [0.00, 0.00, 0.00]], "nbo_charge": [-0.261, -0.112, -0.154, -0.476, -0.214, -0.228, -0.188, 0.234, -0.228, -0.149, 0.211, 0.432, 0.081, -0.548, 0.073, 0.424, -0.121, 0.233, 0.226, 0.239, 0.036, 0.161, 0.235, -0.208, 0.159, -0.243, 0.195, 0.194, 0.751, -0.116, -0.102, 0.256, 0.232, 0.161, -0.492, -0.101, -0.173, 0.230, -0.428, 0.219, -0.189, -0.239, 0.459, -0.227, -0.236, -0.459, 0.241, 0.244, -0.149, -0.273, 0.246, 0.512, -0.518, 0.220, -0.267, 0.228, 0.239, 0.151, 0.222, -0.044, 0.210, -0.237, -0.267, 0.231, -0.025, 0.214, 0.220, -0.190, 0.246], "relative_energy_ev": 0.575, "charge": 1, "max_force_ev_per_a": 1.10, "e_lumo_ev": -4.48, "e_homo_ev": -10.472}

The total energy results, record by record, are as follows: -5073.95401, -12725.23016 hartree.